Molecular formula: C69H93N2O4S
Method: DFT, ωB97M-V/def2-TZVPD

Geometry (Å):
C: 1.3568 4.1242 1.8642
C: 2.1154 5.1352 2.2612
C: 2.9151 5.9512 1.2898
O: 2.5116 7.0331 0.9866
O: 4.0859 5.4487 0.8001
C: 3.9968 4.8380 -0.5021
C: 5.0624 3.7427 -0.6716
C: 5.7344 3.2736 0.6192
C: 4.8386 2.4646 1.5702
C: 4.3269 1.2087 0.8606
C: 3.7758 0.1597 1.8370
C: 2.5576 -0.6393 1.3398
C: 1.5664 -0.8654 2.5206
S: 0.7241 0.7359 2.7848
N: 0.5846 -1.9126 2.3497
C: 1.0896 -3.1006 1.7035
C: 1.7706 -2.7968 0.3629
C: 0.8597 -2.1263 -0.6522
C: -0.2686 -3.0411 -1.1647
C: -1.4136 -2.1727 -1.7088
C: -2.5038 -1.8926 -0.6656
C: -3.8910 -1.6751 -1.2757
C: -3.9635 -0.4095 -2.1374
C: -4.1269 0.8828 -1.3313
C: -5.4732 1.0003 -0.6217
C: -5.7300 2.3956 -0.0462
C: -4.5733 2.9441 0.8066
N: 2.9804 -1.9505 0.7081
C: 3.9380 -1.7778 -0.4124
C: 4.5817 -3.0977 -0.8318
O: 5.6211 -2.8242 -1.7495
C: 6.7636 -2.3193 -1.1847
C: 7.6371 -1.6440 -2.1931
O: 6.9833 -2.4229 -0.0134
H: 0.4730 3.8186 2.4085
H: 1.5919 3.5646 0.9648
H: 2.1624 5.4287 3.3034
H: 4.1537 5.6253 -1.2407
H: 2.9913 4.4486 -0.6791
H: 4.6317 2.9102 -1.2311
H: 5.8495 4.1602 -1.3017
H: 6.5647 2.6200 0.3293
H: 6.1683 4.1314 1.1305
H: 5.4685 2.1808 2.4167
H: 4.0088 3.0989 1.8826
H: 3.5495 1.5005 0.1470
H: 5.1530 0.8166 0.2589
H: 3.4650 0.6918 2.7382
H: 4.5633 -0.5331 2.1567
H: 2.0534 -0.0228 0.5993
H: 2.1362 -1.0146 3.4440
H: -0.3890 0.4388 2.0997
H: -0.2787 -1.5880 1.9388
H: 0.2561 -3.7692 1.5004
H: 1.8128 -3.6101 2.3514
H: 2.1061 -3.7504 -0.0501
H: 0.4106 -1.2218 -0.2349
H: 1.4230 -1.7995 -1.5285
H: 0.1317 -3.6389 -1.9846
H: -0.6351 -3.6963 -0.3749
H: -1.8557 -2.6321 -2.5943
H: -0.9960 -1.2163 -2.0366
H: -2.5582 -2.7294 0.0389
H: -2.2520 -1.0066 -0.0678
H: -4.1138 -2.5368 -1.9102
H: -4.6356 -1.6198 -0.4818
H: -3.0977 -0.3107 -2.7965
H: -4.8474 -0.4893 -2.7781
H: -4.0494 1.7274 -2.0253
H: -3.3095 1.0078 -0.6140
H: -6.2702 0.7782 -1.3380
H: -5.5576 0.2787 0.1963
H: -5.9119 3.0912 -0.8698
H: -6.6403 2.3807 0.5544
H: -3.9173 3.5828 0.2144
H: -4.9430 3.5524 1.6311
H: -3.9735 2.1326 1.2252
H: 3.4689 -2.4751 1.4410
H: 3.4371 -1.3323 -1.2688
H: 4.7268 -1.0965 -0.1123
H: 3.8780 -3.7497 -1.3440
H: 4.9496 -3.6309 0.0495
H: 7.2573 -0.6340 -2.3567
H: 7.5763 -2.1633 -3.1477
H: 8.6590 -1.6217 -1.8318
C: -8.0232 -0.1214 -7.3299
C: -6.6594 -0.1749 -7.0781
C: -6.1482 0.3922 -5.9194
C: -7.0002 1.0070 -5.0125
C: -8.3639 1.0618 -5.2652
C: -8.8753 0.4979 -6.4258
H: -8.4240 -0.5699 -8.2300
H: -5.9977 -0.6646 -7.7808
H: -5.0841 0.3509 -5.7216
H: -6.6022 1.4442 -4.1045
H: -9.0283 1.5386 -4.5562
H: -9.9389 0.5349 -6.6221
C: -1.3589 -3.6349 5.6040
C: -0.6085 -4.1444 4.5526
C: -0.2082 -5.4746 4.5688
C: -0.5618 -6.2966 5.6298
C: -1.3141 -5.7856 6.6780
C: -1.7100 -4.4549 6.6670
H: -1.6698 -2.5976 5.5948
H: -0.3362 -3.5015 3.7284
H: 0.3809 -5.8770 3.7521
H: -0.2534 -7.3342 5.6394
H: -1.5926 -6.4260 7.5047
H: -2.2934 -4.0577 7.4873
C: -9.3037 -3.7704 -5.8898
C: -8.3356 -3.0553 -5.1991
C: -7.7927 -3.5758 -4.0320
C: -8.2121 -4.8118 -3.5597
C: -9.1787 -5.5273 -4.2532
C: -9.7265 -5.0053 -5.4169
H: -9.7297 -3.3637 -6.7985
H: -8.0060 -2.0943 -5.5703
H: -7.0416 -3.0139 -3.4898
H: -7.7875 -5.2184 -2.6503
H: -9.5062 -6.4915 -3.8862
H: -10.4834 -5.5613 -5.9550
C: 7.9457 2.6470 4.7178
C: 8.1630 3.1846 5.9785
C: 8.2980 2.3442 7.0751
C: 8.2232 0.9678 6.9105
C: 8.0094 0.4297 5.6490
C: 7.8674 1.2707 4.5538
H: 7.8411 3.3016 3.8611
H: 8.2286 4.2572 6.1064
H: 8.4641 2.7624 8.0592
H: 8.3344 0.3142 7.7659
H: 7.9561 -0.6440 5.5205
H: 7.7001 0.8513 3.5684
C: 0.1492 10.3193 -0.4418
C: 1.0537 9.3588 -0.8742
C: 1.4312 9.3165 -2.2089
C: 0.9155 10.2380 -3.1103
C: 0.0177 11.2033 -2.6751
C: -0.3682 11.2414 -1.3417
H: -0.1507 10.3501 0.5979
H: 1.4609 8.6370 -0.1807
H: 2.1308 8.5606 -2.5445
H: 1.2135 10.2058 -4.1511
H: -0.3831 11.9249 -3.3754
H: -1.0728 11.9909 -1.0047
C: -0.7827 6.2758 -5.5695
C: -0.3930 7.0484 -4.4836
C: -0.1861 6.4548 -3.2468
C: -0.3651 5.0849 -3.1009
C: -0.7517 4.3108 -4.1865
C: -0.9633 4.9074 -5.4220
H: -0.9473 6.7413 -6.5327
H: -0.2524 8.1152 -4.5975
H: 0.1109 7.0546 -2.3975
H: -0.2049 4.6211 -2.1344
H: -0.8914 3.2429 -4.0709
H: -1.2704 4.3072 -6.2688
C: 0.2742 -12.2159 5.6354
C: 0.6181 -11.1352 6.4353
C: 1.0495 -9.9515 5.8530
C: 1.1306 -9.8469 4.4711
C: 0.7845 -10.9271 3.6711
C: 0.3588 -12.1125 4.2538
H: -0.0600 -13.1398 6.0890
H: 0.5504 -11.2156 7.5124
H: 1.3238 -9.1108 6.4783
H: 1.4647 -8.9219 4.0166
H: 0.8468 -10.8464 2.5934
H: 0.0927 -12.9566 3.6310

Output
charge: +1
gap between HOMO and LUMO: 7.97 eV
electronic energy: -95059.7813 eV
strongest force on any atom: 0.94 eV Å⁻¹
2S+1: 1
HOMO energy: -10.3915 eV

Löwdin population analysis, charges in e, atoms 1 to 99:
1. C 0.00
2. C -0.05
3. C -0.47
4. O 0.16
5. O -0.03
6. C -0.14
7. C -0.16
8. C -0.20
9. C -0.18
10. C -0.20
11. C -0.15
12. C -0.27
13. C -0.60
14. S 0.87
15. N -0.06
16. C -0.15
17. C -0.22
18. C -0.14
19. C -0.17
20. C -0.20
21. C -0.21
22. C -0.20
23. C -0.20
24. C -0.22
25. C -0.23
26. C -0.26
27. C -0.11
28. N 0.00
29. C -0.07
30. C -0.15
31. O 0.01
32. C -0.52
33. C 0.04
34. O 0.13
35. H 0.05
36. H 0.05
37. H 0.12
38. H 0.13
39. H 0.12
40. H 0.10
41. H 0.11
42. H 0.11
43. H 0.11
44. H 0.11
45. H 0.10
46. H 0.11
47. H 0.11
48. H 0.10
49. H 0.14
50. H 0.13
51. H 0.12
52. H -0.12
53. H 0.09
54. H 0.13
55. H 0.14
56. H 0.16
57. H 0.11
58. H 0.12
59. H 0.12
60. H 0.10
61. H 0.12
62. H 0.11
63. H 0.11
64. H 0.10
65. H 0.11
66. H 0.11
67. H 0.10
68. H 0.10
69. H 0.12
70. H 0.09
71. H 0.11
72. H 0.11
73. H 0.10
74. H 0.10
75. H 0.07
76. H 0.07
77. H 0.06
78. H 0.19
79. H 0.15
80. H 0.11
81. H 0.13
82. H 0.14
83. H 0.10
84. H 0.10
85. H 0.10
86. C -0.11
87. C -0.10
88. C -0.10
89. C -0.10
90. C -0.09
91. C -0.10
92. H 0.11
93. H 0.10
94. H 0.10
95. H 0.09
96. H 0.10
97. H 0.11
98. C -0.09
99. C -0.10